Below is a molecular structure, C15H23BN6OsSi in a non-equilibrium geometry, with properties calculated with ωB97M-V with the def2-TZVPD basis set.

<S²>: 6.047
spin multiplicity: 5
energy above the lowest of the compared OMol25 structures with the same formula, charge and spin: 0.00 kcal/mol
charge: +2
frontier orbital gap (alpha / beta): 0.245 / 0.163 Eh
calculated total energy: -35867.783 eV

The geometry in XYZ format:
```
47
Properties=species:S:1:pos:R:3:mulliken_spin:R:1
H -2.060 -2.627 1.911 0.006
N -0.370 -1.717 1.018 0.097
B 2.160 -1.145 0.508 -0.013
N 0.999 -1.683 1.371 -0.002
C 1.186 -2.520 2.413 0.033
Os -1.538 -1.128 -0.648 2.241
H 2.178 -2.734 2.768 0.002
C -0.038 -3.043 2.808 0.008
H -0.216 -3.757 3.572 0.001
C -0.991 -2.494 1.935 0.015
H 2.998 -2.035 0.561 -0.003
C 0.528 2.858 -1.247 0.035
H 0.131 3.720 -1.812 0.010
H 0.961 2.154 -1.972 -0.007
H 1.351 3.186 -0.592 0.012
N 2.991 0.133 0.995 0.059
N 1.622 -1.220 -0.963 0.016
N 2.384 1.359 1.282 0.297
N 0.340 -1.452 -1.511 0.054
C 4.329 0.248 1.238 0.275
C 2.511 -1.310 -1.973 0.019
H 4.973 -0.603 1.088 0.003
H 3.571 -1.198 -1.755 0.002
C 4.606 1.536 1.678 0.343
C 1.854 -1.554 -3.150 0.002
C 3.344 2.201 1.670 0.009
C 0.495 -1.573 -2.861 0.011
H 5.560 1.948 1.960 0.002
H 2.311 -1.717 -4.116 0.000
H 3.152 3.222 1.941 0.005
H -0.366 -1.645 -3.532 -0.001
H -0.873 3.012 0.010 0.005
C -3.714 -0.224 -1.810 0.028
Si -2.999 0.623 -0.284 0.049
C -3.647 2.366 -0.305 0.036
C -3.645 -0.178 1.284 0.052
C -1.060 0.778 -0.560 0.098
C -0.555 2.078 -0.541 0.209
H -4.790 -0.153 -1.570 0.004
H -3.379 -1.291 -1.905 -0.004
H -3.483 0.360 -2.714 -0.004
H -4.748 2.315 -0.258 0.002
H -3.281 2.943 0.551 0.000
H -3.375 2.896 -1.227 0.000
H -3.566 -1.279 1.288 -0.015
H -3.138 0.225 2.169 -0.003
H -4.704 0.115 1.288 0.009
```

---

Below is a molecular structure, C15H23BN6PdSi in a non-equilibrium geometry, with properties calculated with ωB97M-V with the def2-TZVPD basis set.

<S²>: 2.031
spin multiplicity: 3
frontier orbital gap (alpha / beta): 0.249 / 0.292 Eh
calculated total energy: -36899.479 eV

The geometry in XYZ format:
```
47
Properties=species:S:1:pos:R:3:mulliken_spin:R:1
H -0.499 -2.058 1.878 0.001
N -0.210 -1.566 -0.162 0.041
B -0.417 -1.386 -2.673 -0.026
N -0.638 -2.148 -1.340 0.003
C -1.315 -3.283 -1.060 -0.001
Pd 0.978 0.409 -0.135 1.214
H -1.706 -3.878 -1.871 0.002
C -1.348 -3.429 0.320 -0.001
H -1.801 -4.219 0.892 0.000
C -0.666 -2.327 0.845 -0.005
H -0.826 -1.977 -3.627 0.000
C 1.560 2.200 -0.788 0.358
H 1.222 2.787 0.085 -0.010
H 1.083 2.515 -1.721 -0.020
H 2.659 2.160 -0.825 -0.007
N 1.107 -1.095 -2.729 0.021
N -1.151 -0.034 -2.452 -0.005
N 1.771 -0.403 -1.697 0.048
N -0.797 0.761 -1.378 0.149
C 2.009 -1.447 -3.654 0.001
C -2.184 0.538 -3.104 0.002
H 1.674 -2.004 -4.517 -0.001
H -2.614 0.046 -3.965 -0.002
C 3.255 -0.982 -3.260 0.020
C -2.480 1.738 -2.463 0.003
C 3.074 -0.330 -2.039 -0.013
C -1.579 1.842 -1.389 -0.025
H 4.180 -1.096 -3.789 0.000
H -3.241 2.442 -2.737 0.002
H 3.778 0.212 -1.413 0.011
H -1.452 2.647 -0.675 0.000
H 0.944 -0.869 1.384 0.021
C -1.829 2.525 4.343 0.009
Si -0.355 1.376 4.518 0.018
C 1.056 2.252 5.384 0.007
C -0.936 -0.113 5.514 0.020
C 0.297 0.766 2.906 0.419
C 0.674 0.105 1.901 -0.253
H -2.090 2.988 5.306 -0.001
H -2.714 1.979 3.987 0.000
H -1.618 3.329 3.627 0.000
H 0.816 2.491 6.429 0.000
H 1.948 1.613 5.370 -0.001
H 1.305 3.187 4.865 0.000
H -1.900 -0.483 5.138 -0.002
H -0.208 -0.930 5.433 0.000
H -1.060 0.134 6.578 0.001
```

---

Below is a molecular structure, C15H23F6IN2PPtSe, with properties calculated with ωB97M-V with the def2-TZVPD basis set.

<S²>: 0.798
spin multiplicity: 2
energy above the lowest of the compared OMol25 structures with the same formula, charge and spin: 8.26 kcal/mol
charge: +2
frontier orbital gap (alpha / beta): 0.248 / 0.205 Eh
calculated total energy: -121185.668 eV

The geometry in XYZ format:
```
50
Properties=species:S:1:pos:R:3:mulliken_spin:R:1
Pt -0.406 -0.430 -0.174 0.092
C 0.010 -1.193 1.715 0.026
C -1.188 -0.402 1.997 0.183
C -0.828 0.984 1.968 0.020
C 0.577 1.092 1.734 0.054
C 1.116 -0.217 1.646 0.156
C 2.560 -0.524 1.676 -0.008
C 1.326 2.364 1.734 0.005
C -1.706 2.138 2.220 0.015
C -2.525 -0.929 2.345 -0.010
C 0.217 -2.611 2.135 -0.024
H 2.774 -1.562 1.441 0.002
H 2.915 -0.327 2.695 0.015
H 3.123 0.123 1.004 0.006
H 0.849 3.092 1.080 0.002
H 2.365 2.239 1.440 -0.003
H 1.302 2.778 2.748 0.003
H -1.861 2.685 1.285 0.004
H -1.220 2.831 2.911 0.003
H -2.674 1.846 2.618 -0.002
H -3.315 -0.404 1.803 0.006
H -2.701 -0.742 3.411 0.013
H -2.607 -2.000 2.181 0.000
H 1.084 -3.050 1.647 -0.001
H -0.655 -3.225 1.915 -0.001
H 0.382 -2.628 3.215 -0.001
I 1.338 -1.822 -1.385 0.206
F -2.091 1.320 -0.483 0.022
P -1.341 2.144 -1.766 -0.001
F -0.758 0.574 -2.158 0.000
F -0.554 2.746 -2.967 0.000
F -2.621 1.849 -2.634 0.000
F 0.003 2.198 -0.822 0.002
F -1.861 3.503 -1.180 0.000
C -0.848 -4.977 -1.639 0.004
N -1.287 -4.030 -2.661 0.005
C -1.267 -4.272 -4.002 0.008
C -1.779 -3.172 -4.618 0.007
N -2.103 -2.272 -3.646 0.009
C -2.702 -0.965 -3.939 -0.001
C -1.779 -2.795 -2.448 -0.022
Se -2.127 -2.031 -0.756 0.200
H -0.813 -5.965 -2.088 0.000
H -1.559 -4.983 -0.818 0.001
H 0.142 -4.700 -1.279 0.000
H -0.913 -5.204 -4.408 0.001
H -1.957 -2.969 -5.660 0.001
H -3.429 -1.104 -4.734 0.000
H -1.927 -0.272 -4.249 0.001
H -3.199 -0.585 -3.053 0.000
```

---

Below is a molecular structure, C15H23IN4ORh in a non-equilibrium geometry, with properties calculated with ωB97M-V with the def2-TZVPD basis set.

<S²>: 6.057
spin multiplicity: 5
charge: +1
frontier orbital gap (alpha / beta): 0.289 / 0.192 Eh
calculated total energy: -35038.490 eV

The geometry in XYZ format:
```
45
Properties=species:S:1:pos:R:3:mulliken_spin:R:1
Rh 0.159 1.169 -0.441 2.429
O -1.543 0.237 -1.566 0.372
C -1.819 -0.806 -2.199 0.109
C -3.019 -0.838 -2.992 0.167
C -3.403 -1.967 -3.646 -0.075
C -2.633 -3.139 -3.532 0.252
C -1.461 -3.146 -2.794 -0.086
C -0.997 -2.003 -2.149 0.150
C 0.263 -2.024 -1.430 -0.022
N 0.844 -1.053 -0.723 0.099
C 2.005 -1.574 -0.224 0.015
C 2.148 -2.868 -0.627 0.051
N 1.053 -3.133 -1.387 0.027
H -3.601 0.072 -3.037 -0.001
H -4.304 -1.975 -4.245 0.001
H -2.957 -4.047 -4.021 0.006
H -0.916 -4.077 -2.722 0.004
H 2.672 -1.016 0.405 0.007
H 2.924 -3.589 -0.438 0.003
H 0.887 -3.997 -1.871 -0.002
C 3.160 1.859 0.531 0.008
N 1.832 2.155 1.081 0.061
C 1.764 3.594 1.363 0.004
C 1.563 1.387 2.304 0.008
C 0.085 1.433 2.677 -0.008
N -0.767 0.785 1.667 0.103
C -2.109 1.388 1.639 -0.013
C -0.879 -0.654 1.925 -0.012
H 3.948 1.971 1.286 -0.001
H 3.365 2.547 -0.287 0.008
H 3.197 0.851 0.127 -0.009
H 2.494 3.864 2.137 0.000
H 0.773 3.883 1.702 0.003
H 1.981 4.159 0.460 -0.001
H 2.150 1.781 3.143 0.003
H 1.867 0.349 2.144 -0.003
H -0.233 2.469 2.779 0.005
H -0.055 0.957 3.654 -0.002
H -2.607 1.285 2.611 0.003
H -2.714 0.895 0.880 0.003
H -2.038 2.445 1.388 -0.004
H -1.357 -0.837 2.895 0.004
H 0.105 -1.120 1.932 0.008
H -1.478 -1.121 1.145 0.000
I -0.351 3.448 -1.543 0.327
```

---

Below is C15H23N3O3 in the gas phase, with properties calculated with ωB97M-V with the def2-TZVPD basis set.

spin multiplicity: 1
energy above the lowest of the compared OMol25 structures with the same formula, charge and spin: 35.64 kcal/mol
SMILES: CCCCNC(=O)NNC(=O)COc1cc(C)cc(C)c1
frontier orbital gap: 0.342 Eh
calculated total energy: -26541.514 eV

The geometry in XYZ format:
```
44
Properties=species:S:1:pos:R:3:lowdin_charge:R:1
C -5.657 -1.388 -0.126 -0.113
C -6.132 0.030 -0.431 -0.263
C -5.403 1.101 0.389 -0.194
C -4.164 1.676 -0.302 -0.186
N -3.127 0.696 -0.529 0.064
C -1.981 0.684 0.190 -0.545
O -1.703 1.470 1.071 0.067
N -1.066 -0.275 -0.240 0.100
N 0.024 -0.494 0.612 0.097
C 0.400 -1.749 0.912 -0.480
O -0.104 -2.728 0.391 0.054
C 1.535 -1.826 1.930 -0.103
O 2.286 -0.646 2.043 -0.046
C 3.109 -0.295 1.000 -0.252
C 3.896 0.833 1.214 0.028
C 4.766 1.280 0.235 -0.271
C 5.602 2.505 0.452 -0.049
C 4.843 0.583 -0.966 -0.022
C 4.064 -0.539 -1.193 -0.264
C 4.136 -1.265 -2.503 -0.047
C 3.191 -0.977 -0.204 0.018
H -6.185 -2.106 -0.750 0.069
H -5.854 -1.634 0.915 0.075
H -4.591 -1.502 -0.302 0.051
H -7.201 0.081 -0.213 0.101
H -6.010 0.241 -1.496 0.103
H -6.079 1.938 0.576 0.107
H -5.112 0.688 1.356 0.115
H -4.447 2.121 -1.262 0.122
H -3.722 2.449 0.331 0.118
H -3.261 0.025 -1.266 0.136
H -1.387 -1.167 -0.608 0.136
H 0.282 0.319 1.159 0.157
H 2.164 -2.695 1.693 0.141
H 1.090 -1.986 2.918 0.144
H 3.812 1.345 2.160 0.123
H 5.634 2.772 1.505 0.074
H 6.618 2.345 0.096 0.079
H 5.182 3.345 -0.101 0.085
H 5.522 0.925 -1.734 0.118
H 3.463 -0.798 -3.223 0.086
H 5.144 -1.227 -2.912 0.077
H 3.839 -2.305 -2.390 0.077
H 2.581 -1.847 -0.396 0.113
```

---

Below is C15H23N3O4 in the gas phase in a non-equilibrium geometry, with properties calculated with ωB97M-V with the def2-TZVPD basis set.

spin multiplicity: 1
energy above the lowest of the compared OMol25 structures with the same formula, charge and spin: 91.38 kcal/mol
SMILES: NCCCC[C@H](NC(=O)[C@@H](N)Cc1ccc(O)cc1)C(=O)O
frontier orbital gap: 0.306 Eh
calculated total energy: -28586.531 eV

The geometry in XYZ format:
```
45
Properties=species:S:1:pos:R:3:lowdin_charge:R:1
N 1.052 3.210 1.048 -0.043
C 0.251 2.354 0.291 -0.346
C -0.974 3.029 -0.417 -0.198
C -1.763 2.099 -1.290 -0.220
C -2.976 1.350 -0.762 -0.095
C -2.446 0.077 -0.031 -0.244
N -1.981 -0.800 -1.029 0.115
C -1.210 -1.832 -0.836 -0.408
O -0.869 -2.650 -1.694 0.049
C -0.365 -1.847 0.508 -0.297
N -1.015 -2.380 1.687 0.070
C 0.928 -2.630 0.346 -0.130
C 2.179 -1.857 0.100 -0.237
C 3.085 -2.052 -0.888 -0.058
C 4.109 -1.176 -0.962 -0.036
C 4.387 -0.186 0.031 -0.329
O 5.421 0.696 -0.055 0.013
C 3.522 -0.042 1.100 -0.016
C 2.476 -0.928 1.132 -0.035
C -3.558 -0.660 0.648 -0.472
O -3.628 -0.749 1.855 0.116
O -4.361 -1.262 -0.238 0.137
H 1.558 3.977 0.475 0.114
H 0.410 3.824 1.567 0.071
H 0.022 1.561 1.072 0.121
H 0.860 1.954 -0.519 0.114
H -0.464 3.743 -1.110 0.124
H -1.473 3.649 0.282 0.094
H -0.979 1.502 -1.835 0.136
H -2.236 2.767 -2.007 0.107
H -3.706 1.095 -1.545 0.129
H -3.445 2.031 -0.069 0.123
H -1.668 0.301 0.578 0.093
H -2.747 -1.046 -1.628 0.152
H -0.195 -0.754 0.645 0.121
H -1.691 -3.130 1.503 0.102
H -1.641 -1.706 2.048 0.028
H 0.962 -3.336 1.290 0.158
H 0.721 -3.261 -0.542 0.105
H 2.810 -2.763 -1.732 0.149
H 4.631 -1.106 -1.871 0.090
H 5.621 0.657 -1.090 0.168
H 3.565 0.870 1.627 0.106
H 1.943 -0.994 2.072 0.122
H -5.122 -1.595 0.248 0.140
```

---

Below is C15H23N3O4 in the gas phase in a non-equilibrium geometry, with properties calculated with ωB97M-V with the def2-TZVPD basis set.

spin multiplicity: 1
energy above the lowest of the compared OMol25 structures with the same formula, charge and spin: 116.00 kcal/mol
SMILES: NCCCC[C@H](NC(=O)[C@@H](N)Cc1ccc(O)cc1)C(=O)O
frontier orbital gap: 0.342 Eh
calculated total energy: -28585.464 eV

The geometry in XYZ format:
```
45
Properties=species:S:1:pos:R:3:lowdin_charge:R:1
N 0.411 -0.817 -2.445 0.011
C -1.021 -0.625 -2.827 -0.302
C -1.377 0.819 -3.130 -0.190
C -1.164 1.566 -1.813 -0.180
C 0.162 2.218 -1.410 -0.133
C 0.276 2.878 -0.017 -0.183
N -0.735 2.260 0.856 0.099
C -0.541 1.200 1.641 -0.484
O -1.471 0.793 2.318 0.068
C 0.768 0.531 1.766 -0.345
N 1.652 1.509 2.444 0.069
C 0.829 -0.828 2.352 -0.113
C 0.788 -2.032 1.498 -0.201
C 0.140 -2.047 0.281 -0.076
C -0.253 -3.187 -0.397 0.005
C 0.050 -4.389 0.349 -0.249
O -0.253 -5.623 -0.354 -0.045
C 0.683 -4.470 1.575 -0.019
C 0.899 -3.261 2.112 -0.066
C 0.299 4.399 0.148 -0.388
O 0.704 5.272 -0.597 0.106
O -0.399 4.782 1.310 0.082
H 0.440 -1.088 -1.477 -0.008
H 1.136 -1.201 -3.030 0.074
H -1.352 -1.388 -3.640 0.124
H -1.622 -1.102 -1.974 0.114
H -0.810 1.000 -4.096 0.133
H -2.373 0.804 -3.490 0.087
H -1.856 2.378 -1.628 0.114
H -1.403 0.842 -1.045 0.087
H 0.351 3.047 -2.042 0.093
H 1.060 1.578 -1.509 0.110
H 1.231 2.591 0.670 0.177
H -1.532 2.738 1.153 0.132
H 1.153 0.558 0.776 0.127
H 2.574 1.111 2.408 0.083
H 1.353 1.693 3.389 0.096
H -0.045 -0.782 3.139 0.173
H 1.785 -0.788 2.913 0.129
H -0.291 -1.095 0.130 0.089
H -0.559 -3.401 -1.438 0.117
H -0.809 -5.358 -1.188 0.133
H 0.684 -5.536 2.075 0.170
H 1.065 -3.216 3.123 0.097
H -0.627 5.666 1.121 0.085
```

---

Below is a molecular structure, C15H24AlF9O12S3 in a non-equilibrium geometry, with properties calculated with ωB97M-V with the def2-TZVPD basis set.

spin multiplicity: 1
energy above the lowest of the compared OMol25 structures with the same formula, charge and spin: 0.00 kcal/mol
frontier orbital gap: 0.128 Eh
calculated total energy: -104066.581 eV

The geometry in XYZ format:
```
64
Properties=species:S:1:pos:R:3:lowdin_charge:R:1
Al -36.376 10.961 -37.945 1.479
C -31.738 8.804 -36.101 -0.661
F -30.482 8.977 -35.703 0.152
F -31.665 8.303 -37.343 0.129
F -32.377 7.983 -35.309 0.172
S -32.576 10.515 -36.093 0.550
O -33.838 10.379 -36.865 -0.341
O -32.761 10.779 -34.674 -0.240
O -31.676 11.454 -36.732 -0.278
C -39.344 11.601 -42.108 -0.660
F -38.964 11.216 -43.318 0.159
F -39.281 12.923 -42.013 0.147
F -40.568 11.156 -41.945 0.179
S -38.160 10.844 -40.814 0.519
O -38.846 10.921 -39.510 -0.333
O -37.909 9.466 -41.191 -0.297
O -36.907 11.621 -40.704 -0.345
C -37.400 8.962 -33.038 -0.686
F -38.011 7.948 -33.611 0.161
F -38.234 9.986 -32.954 0.148
F -36.949 8.713 -31.827 0.171
S -35.917 9.420 -34.139 0.552
O -36.458 10.094 -35.328 -0.344
O -35.057 10.273 -33.325 -0.230
O -35.236 8.164 -34.452 -0.274
C -34.896 6.587 -39.824 -0.137
C -34.294 6.316 -38.438 -0.121
C -34.910 7.392 -37.528 -0.158
O -35.468 8.369 -38.431 -0.197
C -35.955 7.636 -39.543 -0.200
H -35.312 5.735 -40.361 0.116
H -34.114 6.962 -40.486 0.115
H -33.211 6.413 -38.448 0.103
H -34.548 5.316 -38.089 0.116
H -34.163 7.851 -36.889 0.076
H -35.728 7.043 -36.896 0.129
H -36.173 8.320 -40.363 0.099
H -36.942 7.199 -39.344 0.137
C -32.441 13.640 -39.196 -0.130
C -33.120 13.697 -40.568 -0.144
C -34.609 13.759 -40.241 -0.196
O -34.725 13.107 -38.970 -0.208
C -33.601 13.580 -38.207 -0.171
H -31.827 14.536 -39.117 0.116
H -31.807 12.765 -39.065 0.107
H -32.962 12.817 -41.195 0.113
H -32.760 14.518 -41.187 0.112
H -35.289 13.342 -40.980 0.104
H -34.933 14.807 -40.178 0.125
H -33.365 12.882 -37.409 0.084
H -33.888 14.545 -37.781 0.124
C -38.520 15.636 -39.018 -0.138
C -38.344 15.566 -37.500 -0.152
C -37.232 14.556 -37.382 -0.199
O -37.549 13.529 -38.323 -0.202
C -38.150 14.214 -39.450 -0.183
H -37.748 16.306 -39.410 0.112
H -39.469 15.955 -39.441 0.118
H -39.328 15.302 -37.110 0.123
H -38.031 16.519 -37.071 0.120
H -37.160 14.197 -36.353 0.134
H -36.262 15.010 -37.608 0.118
H -39.030 13.623 -39.708 0.104
H -37.526 14.158 -40.342 0.105
```